Model 1:
The following is a quantum chemistry calculation of 2 unconnected molecules or ions with the total composition C3H3F3O, from the Open Molecules 2025 dataset.

```
! RIJCOSX wB97M-V def2-TZVPD def2/J DEFGRID3
* xyz 0 1
C 0.637 0.296 -0.470
C -2.561 -0.974 -0.263
C 1.265 0.895 0.736
O -0.424 -0.129 -0.777
F 1.673 0.044 -1.311
F -2.069 -1.836 0.583
F -2.569 -1.595 -1.442
H 0.845 0.354 1.582
H 0.864 1.908 0.868
H 2.339 1.037 0.494
*
```

Results
HOMO-LUMO gap = 0.410 Ha


Model 2:
The following is a quantum chemistry calculation of 2 unconnected molecules or ions with the total composition C3H3F3O, from the Open Molecules 2025 dataset.

```
! RIJCOSX wB97M-V def2-TZVPD def2/J DEFGRID3
* xyz 0 1
C 1.021 1.649 0.917
C -0.021 0.904 1.126
C -0.488 -1.239 -0.661
O -1.150 -0.693 -1.675
F -0.673 0.667 2.211
F -1.121 -2.271 -0.073
F 0.690 -1.728 -1.044
H 1.503 2.253 1.743
H 1.406 1.725 -0.042
H -1.167 -1.266 -2.503
*
```

Results
HOMO-LUMO gap (alpha / beta) = 0.342 / 0.338 Ha


Verdict on stability: model 1 comes out on top.


Model 1:
The following is a quantum chemistry calculation of a molecular structure, C7H12N2, from the Open Molecules 2025 dataset.

```
! RIJCOSX wB97M-V def2-TZVPD def2/J DEFGRID3
* xyz 0 1
C -0.278 -0.071 2.405
C -0.153 -0.175 0.932
C 0.844 -0.507 0.131
C 2.289 -0.771 0.388
C 0.207 -0.335 -1.268
C -1.267 0.122 -0.055
C -0.485 1.017 -1.111
H -0.579 0.929 2.699
H -1.055 -0.748 2.766
H 0.608 -0.351 2.961
H 2.595 -1.711 -0.114
H 2.422 -0.925 1.472
H 2.975 0.014 0.042
H 0.768 -0.567 -2.193
H -1.070 -1.882 -0.686
H -2.270 0.339 0.274
H 0.138 1.766 -0.659
H -1.840 0.848 -2.574
H -1.573 2.416 -2.061
N -1.150 -0.942 -1.091
N -1.129 1.532 -2.259
*
```

Results
HOMO-LUMO gap = 0.340 Ha


Model 2:
The following is a quantum chemistry calculation of a single C7H12N2 molecule, from the Open Molecules 2025 dataset.

```
! RIJCOSX wB97M-V def2-TZVPD def2/J DEFGRID3
* xyz 0 1
C -1.206 -2.236 -0.949
C -1.425 -1.120 0.130
C -0.210 -0.329 0.276
N 0.714 -0.871 1.031
C 2.018 -0.073 1.383
C 1.809 1.453 1.221
N 0.913 1.852 0.088
C -0.023 1.011 -0.426
C -0.931 1.612 -1.491
H -0.425 -2.951 -0.618
H -0.981 -1.766 -1.991
H -2.128 -2.766 -1.071
H -2.135 -0.376 -0.147
H -1.682 -1.481 1.077
H 2.887 -0.303 0.862
H 2.383 -0.346 2.401
H 1.165 1.620 2.121
H 2.751 2.097 1.430
H -0.538 2.510 -2.005
H -1.019 0.830 -2.264
H -1.938 1.634 -1.059
*
```

Results
SMILES = CCC1=NCCN=C1C
HOMO-LUMO gap = 0.341 Ha


Verdict on stability: model 1 comes out on top.


Model 1:
The following is a quantum chemistry calculation of a single C7H12N2 molecule, from the Open Molecules 2025 dataset.

```
! RIJCOSX wB97M-V def2-TZVPD def2/J DEFGRID3
* xyz 0 1
C 2.272 -0.159 0.556
C 0.873 0.003 -0.153
N 1.016 -0.191 -1.675
C 0.321 -1.220 -0.846
C -1.196 -1.173 -0.819
C -1.670 0.317 -0.571
C -0.453 0.855 0.237
C -0.847 1.068 1.656
N -0.508 2.248 0.822
H 2.831 0.784 0.667
H 2.777 -0.929 -0.163
H 2.302 -0.674 1.407
H 1.839 -0.533 -2.142
H 0.925 -2.233 -0.830
H -1.308 -1.928 0.046
H -1.451 -1.734 -1.762
H -1.964 0.979 -1.412
H -2.510 0.614 0.005
H -1.820 0.428 2.193
H 0.079 0.953 2.357
H -1.506 2.525 0.428
*
```

Results
SMILES = C[C@@]12N[C@@H]1CC[C@@]21CN1
HOMO-LUMO gap = 0.358 Ha


Model 2:
The following is a quantum chemistry calculation of a single C7H12N2 molecule, from the Open Molecules 2025 dataset.

```
! RIJCOSX wB97M-V def2-TZVPD def2/J DEFGRID3
* xyz 0 1
C 2.487 -2.758 0.564
C 1.663 -1.742 0.392
C 0.741 -0.970 1.323
C -0.645 -1.200 0.694
N -1.459 -0.480 0.091
N -1.224 0.862 0.094
C -2.128 1.682 -0.701
C -0.903 2.510 -1.222
C -0.035 1.415 -0.600
H 3.155 -3.154 -0.138
H 2.441 -3.169 1.617
H 1.568 -1.348 -0.593
H 0.925 0.128 1.422
H 0.646 -1.497 2.325
H -0.997 -2.278 0.865
H -3.061 2.148 -0.240
H -2.590 1.132 -1.607
H -0.980 2.702 -2.256
H -0.744 3.504 -0.725
H 0.699 1.795 0.165
H 0.438 0.718 -1.468
*
```

Results
SMILES = C=CC/C=N\N1CCC1
HOMO-LUMO gap = 0.349 Ha


Verdict on stability: model 2 comes out on top.


Model 1:
The following is a quantum chemistry calculation of a single C4H5FS molecule, from the Open Molecules 2025 dataset.

```
! RIJCOSX wB97M-V def2-TZVPD def2/J DEFGRID3
* xyz 0 1
F -1.120 1.012 -1.149
C 0.023 0.842 -0.417
C -0.415 0.512 0.962
C -0.418 -0.778 1.256
S 0.111 -1.923 0.009
C 0.672 -0.416 -0.969
H 0.590 1.729 -0.574
H -0.877 1.257 1.665
H -0.743 -1.225 2.242
H 1.797 -0.435 -0.996
H 0.380 -0.575 -2.031
*
```

Results
SMILES = F[C@H]1C=CSC1
HOMO-LUMO gap = 0.349 Ha


Model 2:
The following is a quantum chemistry calculation of a single C4H5FS molecule, from the Open Molecules 2025 dataset.

```
! RIJCOSX wB97M-V def2-TZVPD def2/J DEFGRID3
* xyz 0 1
C 0.033 2.280 -0.926
C -0.080 1.440 0.061
C -0.743 0.137 -0.018
F -1.534 0.061 -1.143
C 0.170 -1.022 -0.045
S 1.151 -1.446 1.089
H -0.482 2.118 -1.819
H 0.467 3.225 -0.737
H 0.251 1.738 1.070
H -1.324 0.047 0.935
H 0.204 -1.551 -1.015
*
```

Results
SMILES = C=C[C@@H](F)C=S
HOMO-LUMO gap = 0.320 Ha


Model 3:
The following is a quantum chemistry calculation of a single C4H5FS molecule, from the Open Molecules 2025 dataset.

```
! RIJCOSX wB97M-V def2-TZVPD def2/J DEFGRID3
* xyz 0 1
C -2.064 0.523 -0.200
C -0.965 -0.226 -0.043
F -1.098 -1.546 0.195
C 0.381 0.370 0.074
C 0.490 1.853 0.167
S 1.645 -0.611 -0.104
H -3.088 0.175 -0.214
H -1.847 1.591 -0.269
H 1.477 2.233 -0.014
H -0.105 2.390 -0.691
H 0.059 2.185 1.100
*
```

Results
SMILES = C=C(F)C(C)=S
HOMO-LUMO gap = 0.297 Ha


Verdict on stability: model 1 comes out on top.